[1]
Entry from OMol25: an isolated molecule of CH3N5 (wB97M-V/def2-TZVPD).

XYZ file:
```
9
Properties=species:S:1:pos:R:3:mulliken_charge:R:1
C -0.7721 -0.2797 -0.0265 0.465
H -2.4056 -1.0191 -0.1659 0.269
H 1.9836 0.9405 0.7748 0.303
H -0.0703 1.7021 -0.5600 0.286
N -2.0285 -0.1419 0.1744 -0.636
N 0.2061 -1.3127 -0.1706 -0.209
N 1.4831 -1.0293 0.1029 -0.142
N 1.5500 0.3668 -0.0399 -0.115
N 0.0537 0.7733 -0.0891 -0.223
```

E = -313.5439 Eh
SMILES string = [H]/N=c1\nn[nH][nH]1
frontier orbital gap = 8.944 eV
strongest force on any atom = 6.31 eV/Å
molecular weight = 85.1 g mol⁻¹
relative energy (zero: lowest compared OMol25 entry of this formula, charge and spin) = 72.2 kcal/mol

***

[2]
Entry from OMol25: a cluster of 2 separate species, CH3N5O in total (wB97M-V/def2-TZVPD).

XYZ file:
```
10
Properties=species:S:1:pos:R:3:mulliken_charge:R:1
C -0.6191 0.0086 -2.0565 -0.116
N -0.3144 -0.5938 1.8263 -0.201
N 0.4149 -1.3592 1.1886 -0.107
N 0.1116 0.6128 1.6235 0.330
N 1.3583 -0.6918 0.5613 -0.096
N 1.1909 0.5557 0.7993 -0.189
O -1.1540 0.4225 -1.0576 -0.391
H 0.3780 0.3408 -2.4071 0.241
H -0.2291 1.4542 2.0982 0.258
H -1.1371 -0.7497 -2.5761 0.271
```

E = -388.8156 Eh
SMILES string = n1nn[nH]n1.C=O
frontier orbital gap = 11.113 eV
strongest force on any atom = 3.68 eV/Å
molecular weight = 101.1 g mol⁻¹
relative energy (zero: lowest compared OMol25 entry of this formula, charge and spin) = 33.9 kcal/mol

***

[3]
Entry from OMol25: an isolated molecule of CH3N5O (wB97M-V/def2-TZVPD).

XYZ file:
```
10
Properties=species:S:1:pos:R:3:mulliken_charge:R:1
C 0.3213 0.8541 -0.5342 0.372
H -1.4330 -0.6554 -0.0370 0.412
H 0.8243 -1.4329 1.7144 0.264
H -0.2677 0.4621 -2.0151 0.327
N 0.5094 -0.6747 -0.3268 -0.107
N 0.4268 -0.6859 1.1216 -0.064
N 0.4908 0.5891 1.5806 -0.148
N 0.1663 1.4688 0.7687 -0.194
N -0.3148 1.3575 -1.5229 -0.471
O -0.7234 -1.2827 -0.7495 -0.390
```

E = -388.7070 Eh
SMILES string = [H]/N=c1/nn[nH]n1O
frontier orbital gap = 9.562 eV
strongest force on any atom = 5.24 eV/Å
molecular weight = 101.1 g mol⁻¹
relative energy (zero: lowest compared OMol25 entry of this formula, charge and spin) = 102.1 kcal/mol

***

[4]
Entry from OMol25: an isolated molecule of CH3N5O2 (wB97M-V/def2-TZVPD).

XYZ file:
```
11
Properties=species:S:1:pos:R:3:mulliken_charge:R:1
C -0.3732 0.0369 -0.3358 0.739
H -2.8167 -0.9603 -0.6779 0.485
H 2.5246 0.9276 -0.4471 0.277
H 0.9494 -1.8976 1.0619 0.379
N -1.3262 -0.7072 -0.5651 -0.465
N -0.5497 1.3632 -0.0584 -0.039
N 0.5485 1.8769 0.1143 -0.349
N 1.5321 0.8249 -0.0282 -0.075
N 1.0090 -0.4692 -0.2212 -0.172
O -2.4864 -0.1188 -0.1622 -0.319
O 0.9887 -0.8763 1.3197 -0.462
```

E = -463.8941 Eh
SMILES string = O/N=c1\nn[nH]n1O
frontier orbital gap = 9.111 eV
strongest force on any atom = 5.12 eV/Å
molecular weight = 117.1 g mol⁻¹
relative energy (zero: lowest compared OMol25 entry of this formula, charge and spin) = 88.0 kcal/mol

***

[5]
Entry from OMol25: an isolated molecule of CH3N5O2 (wB97M-V/def2-TZVPD).

XYZ file:
```
11
Properties=species:S:1:pos:R:3:mulliken_charge:R:1
C 0.7547 -0.9351 0.1151 -0.233
N 1.6890 -0.0819 -0.5888 -0.163
N 1.4878 1.0653 -0.4206 -0.160
N 0.5107 1.3287 0.4355 -0.132
N -0.2378 -0.0261 0.6504 -0.089
N -1.4469 -0.0552 -0.0373 1.102
O -1.9300 -1.1093 -0.2824 -0.590
O -2.0020 0.9801 -0.1908 -0.681
H 0.1245 -1.5596 -0.6838 0.312
H 1.2964 -1.6082 0.8525 0.274
H -0.2464 2.0014 0.1501 0.361
```

E = -463.9426 Eh
SMILES string = O=[N+]([O-])N1CN=NN1
frontier orbital gap = 10.865 eV
strongest force on any atom = 5.19 eV/Å
molecular weight = 117.1 g mol⁻¹
relative energy (zero: lowest compared OMol25 entry of this formula, charge and spin) = 57.6 kcal/mol

***

[6]
Entry from OMol25: an isolated molecule of CH3NO (wB97M-V/def2-TZVPD).

XYZ file:
```
6
Properties=species:S:1:pos:R:3:mulliken_charge:R:1
C 0.1817 -0.4212 -0.5575 -0.287
H -0.8503 0.9200 0.7366 0.305
H -0.8951 -0.3718 -0.7152 0.211
H 0.7720 -1.2198 -1.1197 0.228
N 0.8118 0.1655 0.4304 -0.177
O -0.0201 0.9273 1.2254 -0.280
```

E = -169.8095 Eh
SMILES string = C=NO
frontier orbital gap = 11.259 eV
strongest force on any atom = 3.02 eV/Å
molecular weight = 45.0 g mol⁻¹
relative energy (zero: lowest compared OMol25 entry of this formula, charge and spin) = 61.5 kcal/mol

***

[7]
Entry from OMol25: an isolated molecule of CH3NO (wB97M-V/def2-TZVPD).

XYZ file:
```
6
Properties=species:S:1:pos:R:3:mulliken_charge:R:1
C -0.2520 0.3793 -0.2102 -0.084
N 0.5217 -0.7831 -0.1480 -0.373
O 1.0696 0.5143 0.1405 -0.287
H -0.6953 0.5652 -1.1392 0.220
H -0.8540 0.5517 0.5906 0.268
H 0.2101 -1.2274 0.7664 0.256
```

E = -169.7799 Eh
SMILES string = C1NO1
frontier orbital gap = 11.304 eV
strongest force on any atom = 3.03 eV/Å
molecular weight = 45.0 g mol⁻¹
relative energy (zero: lowest compared OMol25 entry of this formula, charge and spin) = 80.1 kcal/mol

***

[8]
Entry from OMol25: an isolated molecule of CH3NO2 (wB97M-V/def2-TZVPD).

XYZ file:
```
7
Properties=species:S:1:pos:R:3:mulliken_charge:R:1
C 0.2595 -0.1798 -0.8153 0.149
H -0.5532 1.5342 0.7427 0.380
H 0.0835 -1.3520 1.0816 0.282
H 0.7661 -1.1237 -1.3588 0.266
N 0.0214 -0.3465 0.6088 -0.129
O -0.5826 0.6750 1.3812 -0.397
O 0.0054 0.7929 -1.6403 -0.551
```

E = -245.0326 Eh
SMILES string = O=CNO
frontier orbital gap = 10.380 eV
strongest force on any atom = 6.15 eV/Å
molecular weight = 61.0 g mol⁻¹
relative energy (zero: lowest compared OMol25 entry of this formula, charge and spin) = 92.0 kcal/mol